1.
Here is a cluster of 2 separate species, C3H8N5 in total at a distorted geometry from the OMol25 dataset. Energies are from the ωB97M-V functional and the def2-TZVPD basis.

Values from the calculation:
* LUMO level: -0.1875 Eh
* Kohn-Sham gap: 0.2880 Eh
* E: -392.50372 Ha

```
! RIJCOSX wB97M-V def2-TZVPD def2/J DEFGRID3
* xyz 1 1
N -0.248 1.075 0.178
N 0.606 1.973 0.204
N -0.799 -1.123 0.780
N 2.138 -0.670 -0.506
N -2.020 -0.178 -0.869
C -1.355 0.888 -0.729
C -1.714 -1.187 -0.149
C -0.124 -0.013 0.986
H 1.909 -0.163 -1.346
H 0.355 2.854 -0.375
H -2.236 -2.239 -0.256
H 2.686 -1.539 -0.262
H -0.626 -1.906 1.494
H 0.563 0.288 1.872
H -1.760 1.838 -1.015
H 2.623 0.101 -0.006
*
```

Mulliken atomic charge list, values in e, 6 entries:
1 N 0.6881
2 N -1.0596
3 N 0.0054
4 N -0.7163
5 N -0.3145
6 C 0.0133

2.
Here is a structure of composition C28H25CdN3O2STe at a distorted geometry from the OMol25 dataset. Energies are from the ωB97M-V functional and the def2-TZVPD basis.

Values from the calculation:
* LUMO level (alpha / beta): 0.1692 / 0.1692 Eh
* Kohn-Sham gap (alpha / beta): 0.1457 / 0.1662 Eh
* E: -2230.28668 Ha

```
! RIJCOSX wB97M-V def2-TZVPD def2/J DEFGRID3
* xyz -2 1
Te 2.732 0.501 0.128
Cd 0.000 0.000 0.000
S 5.913 0.520 -0.986
O -2.548 3.086 -0.370
O -1.289 -3.807 -0.006
N -0.487 2.074 -0.127
N 0.264 -2.103 0.122
N -1.987 -0.368 -0.093
C 2.090 -3.286 1.356
C 4.250 -3.093 3.154
C -4.131 -0.835 -1.547
C -0.147 -4.357 0.646
C 0.978 -3.377 0.332
C -2.167 -1.624 -0.467
C -1.686 4.069 0.198
C 5.483 1.432 1.303
C 3.687 -4.335 2.866
C 1.878 5.632 2.317
C -3.744 0.506 -1.303
C -0.280 3.533 -0.050
C 2.831 4.702 2.726
C 4.810 0.868 0.231
C 6.860 1.555 1.082
C 3.750 -1.948 2.544
C 1.755 3.021 1.371
C 2.771 3.397 2.250
C -2.584 0.700 -0.598
C 0.862 5.257 1.430
C 2.682 -2.045 1.649
C -0.977 -2.490 -0.111
C 7.265 1.087 -0.161
C 2.620 -4.432 1.968
C 0.774 3.938 0.957
C -3.307 -1.924 -1.167
C 0.121 -0.107 -2.154
C -1.783 1.964 -0.360
H 3.624 4.996 3.408
H -0.098 0.087 1.751
H 8.280 1.088 -0.534
H 7.542 1.975 1.809
H 1.059 -0.073 -2.745
H -0.746 -0.203 -2.840
H 2.217 -5.417 1.747
H 0.059 -5.358 0.255
H 1.931 6.656 2.680
H -1.850 5.035 -0.291
H 3.515 2.666 2.556
H 5.083 -3.018 3.848
H -3.551 -2.942 -1.443
H 0.068 3.863 -1.038
H 2.311 -1.137 1.174
H -1.930 4.169 1.263
H 1.442 -3.650 -0.626
H -4.322 1.340 -1.682
H 0.147 6.010 1.113
H 4.996 1.747 2.216
H -0.365 -4.436 1.718
H 4.188 -0.976 2.756
H 4.085 -5.230 3.335
H 1.731 1.996 1.002
H -5.053 -1.032 -2.092
*
```

Mulliken atomic charge list, values in e, 6 entries:
1 Te -1.0207
2 Cd 1.0886
3 S -0.2319
4 O -0.3462
5 O -0.3422
6 N 0.0051

3.
Here is the ion C22H29ClN3O3S with charge +1 at a distorted geometry from the OMol25 dataset. Energies are from the ωB97M-V functional and the def2-TZVPD basis.

Values from the calculation:
* LUMO level: -0.0973 Eh
* Kohn-Sham gap: 0.3244 Eh
* E: -2103.88859 Ha

```
! RIJCOSX wB97M-V def2-TZVPD def2/J DEFGRID3
* xyz 1 1
Cl 0.593 3.977 -2.733
S 1.185 -2.199 -1.661
O -2.544 0.765 -0.143
O 0.453 -2.793 -2.736
O 0.722 -2.403 -0.317
N -4.342 2.233 0.699
N 2.793 -2.499 -1.847
N -1.226 2.360 -1.130
C -1.076 3.514 3.632
C -0.502 2.263 3.785
C 3.423 -4.513 0.191
C 3.163 -3.595 -2.722
C 3.626 -2.135 -0.721
C -3.082 2.504 2.772
C -1.220 1.129 3.440
C -5.205 3.890 2.317
C -3.334 2.987 -0.063
C 1.866 1.605 -2.979
C 3.440 -5.476 -0.997
C 2.688 -4.959 -2.220
C -2.288 1.913 -0.472
C -4.465 2.572 2.164
C 0.790 2.280 -2.430
C -0.148 1.611 -1.634
C 1.105 -0.409 -1.939
C 2.018 0.248 -2.739
C -2.504 1.249 2.942
C 4.332 -3.302 -0.025
C 0.027 0.256 -1.387
C -2.358 3.637 3.123
H -2.858 3.740 0.566
H 2.687 -3.390 -3.684
H -3.059 0.357 2.691
H 1.624 -4.871 -1.990
H -3.928 1.237 0.595
H -5.267 4.151 3.369
H -4.710 4.703 1.791
H -5.075 1.773 2.602
H -6.220 3.802 1.937
H 2.983 -6.420 -0.694
H 2.574 2.136 -3.596
H -3.761 3.461 -0.947
H -2.790 4.621 3.025
H -1.152 3.347 -1.370
H 4.477 -5.688 -1.269
H 2.402 -4.175 0.380
H 2.959 -1.638 -0.013
H 2.841 -0.298 -3.170
H 4.247 -3.574 -2.852
H -0.661 -0.299 -0.772
H -0.527 4.400 3.912
H -0.783 0.151 3.562
H 2.796 -5.679 -3.034
H -5.266 2.264 0.264
H 0.497 2.172 4.180
H 5.206 -3.605 -0.605
H 4.375 -1.405 -1.058
H 4.693 -2.931 0.936
H 3.766 -5.055 1.074
*
```

Mulliken atomic charge list, values in e, 6 entries:
1 Cl -0.2664
2 S 1.2370
3 O -0.7444
4 O -0.7169
5 O -0.6466
6 N -0.0243

4.
Here is a structure of composition C22H26Cl2N4O4OsPS4 from the OMol25 dataset. Energies are from the ωB97M-V functional and the def2-TZVPD basis.

Values from the calculation:
* LUMO level: -0.1971 Eh
* Kohn-Sham gap: 0.1931 Eh
* E: -4318.95309 Ha

```
! RIJCOSX wB97M-V def2-TZVPD def2/J DEFGRID3
* xyz 1 1
Os -0.702 -0.216 1.792
Cl -2.625 1.322 2.018
Cl 0.182 1.730 6.655
S 2.463 -0.793 1.614
S -0.614 -0.412 -0.422
S -0.200 0.295 3.873
S -3.757 0.210 -1.080
P -2.001 0.912 -1.370
O 3.298 -1.228 2.683
O 2.153 0.609 1.487
O -1.770 2.326 -0.737
O -1.433 1.067 -2.825
N 4.370 -2.720 -3.606
N 0.942 -1.425 1.778
N -1.045 -2.142 1.986
N 0.656 -3.831 1.904
C -0.806 3.382 -1.079
C -0.332 -4.716 1.983
C 3.944 -2.271 -2.395
C 3.264 -2.722 -0.122
C 0.360 -0.121 -3.920
C 0.602 2.840 -1.206
C 3.737 -0.902 -2.170
C -1.293 1.578 4.383
C -1.141 0.079 -3.866
C 3.281 -0.451 -0.949
C -3.066 3.556 5.273
C 3.706 -3.174 -1.344
C -1.690 -4.378 2.035
C 3.039 -1.361 0.073
C -2.025 -3.044 2.030
C -2.364 2.016 3.613
C -1.129 2.185 5.636
C 0.261 -2.570 1.894
C -2.010 3.159 6.077
C -3.252 2.990 4.020
C -1.919 -1.205 -3.688
C -1.289 4.144 -2.294
H 3.126 0.604 -0.776
H 0.871 0.830 -4.070
H -2.456 -5.135 2.084
H -1.168 3.559 -3.205
H -1.859 3.601 7.051
H -1.644 -1.720 -2.766
H 0.733 -0.579 -3.003
H 0.694 2.176 -2.066
H 0.916 2.304 -0.309
H -1.476 0.582 -4.773
H -2.338 4.416 -2.185
H -0.032 -5.757 1.999
H -4.066 3.295 3.378
H -3.045 -2.683 2.065
H 1.284 3.679 -1.352
H -0.867 4.028 -0.203
H -0.707 5.061 -2.389
H -2.994 -1.028 -3.677
H 3.945 -0.193 -2.962
H -1.682 -1.861 -4.525
H 0.607 -0.777 -4.755
H 3.097 -3.424 0.688
H -3.751 4.314 5.625
H 4.536 -3.695 -3.766
H 3.889 -4.230 -1.495
H 4.589 -2.080 -4.346
*
```

Mulliken atomic charge list, values in e, 6 entries:
1 Os 2.4810
2 Cl -0.1000
3 Cl -0.1830
4 S 1.0676
5 S -0.4508
6 S -0.3622

5.
Here is a cluster of 3 separate species, C23H42BrO9P in total at a distorted geometry from the OMol25 dataset. Energies are from the ωB97M-V functional and the def2-TZVPD basis.

Values from the calculation:
* LUMO level: -0.0523 Eh
* Kohn-Sham gap: 0.2739 Eh
* E: -4493.86576 Ha

```
! RIJCOSX wB97M-V def2-TZVPD def2/J DEFGRID3
* xyz 0 1
Br -4.636 0.543 5.093
P -4.025 -0.561 3.174
O -6.443 4.928 -3.777
O -5.615 2.173 -2.732
O -1.973 -0.735 0.533
O 6.942 -5.515 -1.498
O 5.822 -3.048 -0.074
O -2.453 4.211 1.190
O -6.682 4.281 -0.814
O 4.810 -5.830 0.615
O -5.422 -0.852 2.210
C -6.878 2.582 -3.256
C -6.830 3.675 -4.323
C -5.483 3.538 -0.638
C 4.705 -3.739 -0.638
C 3.989 -4.716 0.296
C 1.969 1.155 2.029
C 7.704 -4.472 -0.905
C -2.976 0.742 2.266
C 3.396 0.441 1.945
C 4.813 -6.170 1.988
C -2.134 3.097 1.631
C 6.967 -3.828 0.268
C -4.870 3.126 -1.975
C -1.828 0.257 1.264
C -0.646 2.529 1.461
C 6.891 -5.454 -2.913
C -7.741 3.876 0.030
C -3.124 2.138 2.440
C 0.884 0.369 1.142
C -5.448 5.598 -4.530
C 4.439 1.371 2.745
C 3.367 -1.020 2.588
C -0.495 1.143 1.285
H 4.398 -1.479 2.374
H 7.771 -5.950 -3.337
H -7.760 2.791 0.173
H -7.830 3.803 -4.751
H -5.917 6.172 -5.337
H 3.968 -6.829 2.211
H -4.932 6.293 -3.862
H 5.740 -6.706 2.201
H -7.297 1.686 -3.725
H 7.963 -3.696 -1.632
H 3.986 -2.959 -0.908
H 2.120 2.239 1.680
H -7.663 4.382 0.997
H -5.656 2.639 -0.033
H 3.674 -4.181 1.199
H 2.550 -1.685 2.168
H 0.742 -0.661 1.607
H 0.244 3.222 1.496
H 8.636 -4.919 -0.542
H -3.893 2.571 3.149
H 3.238 -0.973 3.726
H 3.701 0.454 0.841
H 1.533 1.187 3.091
H 5.997 -5.990 -3.241
H -5.169 -1.544 1.556
H -4.625 3.995 -2.585
H -6.158 3.358 -5.126
H -7.562 2.842 -2.448
H 5.179 0.656 3.250
H -4.774 4.180 -0.104
H 6.822 -4.425 -3.278
H -3.914 2.640 -1.757
H 1.196 0.205 0.065
H 4.967 2.053 2.008
H 7.659 -3.127 0.743
H 4.984 -4.217 -1.577
H -4.705 4.906 -4.938
H 4.781 -5.285 2.631
H 6.716 -4.562 1.034
H -8.681 4.168 -0.443
H 3.884 2.014 3.512
H 3.094 -5.100 -0.206
*
```

Mulliken atomic charge list, values in e, 6 entries:
1 Br -0.2246
2 P 0.2246
3 O -0.2895
4 O -0.4912
5 O -0.5746
6 O -0.2860

- Which value of E does entry 5 give?
  -4493.86576 Ha